Record 1
Below is a 10-piece molecular cluster, C12H44O10 overall in a non-equilibrium geometry, with properties calculated with ωB97M-V/def2-TZVPD.

strongest force on any atom = 0.0678 hartree/bohr
energy relative to the best compared isomer or geometry (same formula, charge and spin) = 198.0 kJ/mol
expectation value of S² = 0.751
gap between HOMO and LUMO (alpha / beta) = 0.076 / 0.370 hartree

```
! RIJCOSX wB97M-V def2-TZVPD def2/J DEFGRID3
* xyz -1 2
O -22.431 21.329 14.743
H -21.892 22.024 15.122
H -23.307 21.486 15.095
O -19.035 20.646 13.843
H -18.486 20.772 14.617
H -18.573 21.107 13.143
O -20.770 19.167 16.269
H -21.590 18.757 16.546
H -21.015 19.712 15.521
O -18.224 19.331 17.638
H -17.977 18.463 17.955
H -19.172 19.281 17.515
O -20.901 21.689 12.439
H -20.002 21.557 12.742
H -21.439 21.563 13.220
O -18.774 18.000 14.572
H -19.188 18.102 15.430
H -18.885 18.852 14.150
C -20.566 22.470 17.701
C -20.710 23.917 17.300
C -19.550 24.789 17.749
O -20.758 23.919 15.913
H -19.626 22.007 17.402
H -21.466 22.003 17.300
H -20.560 22.237 18.766
H -21.645 24.229 17.764
H -19.720 25.855 17.598
H -18.643 24.490 17.224
H -19.445 24.731 18.833
H -19.844 24.004 15.633
C -20.102 15.372 16.914
C -18.764 14.889 16.347
C -17.553 15.412 17.074
O -18.710 13.458 16.507
H -20.163 16.458 16.854
H -20.394 15.096 17.927
H -20.939 15.098 16.271
H -18.661 15.327 15.354
H -16.574 15.283 16.611
H -17.612 15.048 18.100
H -17.703 16.491 17.075
H -19.063 13.238 17.372
C -25.058 17.582 14.926
C -25.866 16.807 15.896
C -27.071 16.011 15.400
O -25.025 15.937 16.666
H -25.040 17.247 13.889
H -24.003 17.664 15.188
H -25.505 18.570 14.814
H -26.290 17.574 16.545
H -27.857 16.720 15.140
H -27.527 15.348 16.135
H -26.759 15.449 14.520
H -24.530 15.386 16.055
C -23.858 19.585 18.264
C -23.183 18.568 19.090
C -23.968 17.633 20.076
O -22.618 17.709 18.146
H -23.291 20.512 18.175
H -24.777 19.899 18.759
H -24.286 19.328 17.295
H -22.379 19.040 19.656
H -23.933 18.021 21.094
H -23.631 16.598 20.030
H -25.022 17.640 19.796
H -23.396 17.524 17.616
*
```

Löwdin charges, unit e, in atom order: O -0.11; H 0.00; H 0.01; O -0.10; H 0.05; H 0.04; O -0.07; H 0.01; H 0.01; O -0.07; H 0.01; H -0.02; O -0.10; H -0.04; H -0.04; O -0.09; H -0.03; H -0.03; C -0.10; C -0.56; C -0.09; O -0.06; H 0.07; H 0.05; H 0.07; H 0.13; H 0.07; H 0.07; H 0.07; H 0.07; C -0.06; C -0.47; C -0.07; O -0.07; H 0.05; H 0.08; H 0.08; H 0.13; H 0.08; H 0.08; H 0.05; H 0.07; C -0.09; C -0.52; C -0.06; O -0.06; H 0.08; H 0.07; H 0.07; H 0.12; H 0.07; H 0.08; H 0.08; H 0.09; C -0.10; C -0.48; C -0.04; O -0.08; H 0.06; H 0.07; H 0.07; H 0.13; H 0.06; H 0.07; H 0.06; H 0.05


Record 2
Below is a 10-piece molecular cluster, C12H44O10 overall in a non-equilibrium geometry, with properties calculated with ωB97M-V/def2-TZVPD.

SMILES = CCO.CCO.CO.CO.CO.CO.CO.CO.CO.CO
strongest force on any atom = 0.0213 hartree/bohr
energy relative to the best compared isomer or geometry (same formula, charge and spin) = 417.1 kJ/mol
gap between HOMO and LUMO = 0.362 hartree

```
! RIJCOSX wB97M-V def2-TZVPD def2/J DEFGRID3
* xyz 0 1
C 2.285 -3.725 -0.645
C 3.412 -2.782 -0.267
O 2.984 -1.445 -0.321
H 1.408 -3.660 0.001
H 2.655 -4.756 -0.638
H 1.992 -3.496 -1.672
H 4.242 -2.942 -0.980
H 3.819 -2.965 0.733
H 2.606 -1.247 -1.221
C 0.717 -1.323 2.703
C 2.161 -1.141 3.042
O 2.682 -0.234 2.086
H 0.635 -1.690 1.675
H 0.190 -0.372 2.787
H 0.258 -2.064 3.371
H 2.703 -2.101 3.042
H 2.292 -0.713 4.041
H 2.735 -0.683 1.209
C 3.107 2.189 -1.776
O 2.232 1.846 -2.859
H 3.147 3.266 -1.648
H 2.755 1.734 -0.847
H 4.101 1.806 -1.999
H 1.734 2.613 -3.142
C -2.350 -2.529 1.065
O -1.904 -2.017 -0.176
H -2.047 -1.850 1.862
H -3.437 -2.648 1.083
H -1.874 -3.503 1.255
H -1.948 -2.742 -0.806
C 0.930 2.534 2.632
O 1.348 1.769 3.754
H -0.107 2.826 2.811
H 1.558 3.438 2.523
H 0.981 1.974 1.690
H 1.992 1.130 3.419
C -4.064 0.125 1.967
O -4.933 -0.909 2.414
H -4.045 0.115 0.870
H -4.414 1.102 2.305
H -3.046 -0.019 2.354
H -4.709 -1.099 3.327
C -0.113 0.934 -0.800
O -1.322 0.854 -0.061
H -0.287 0.540 -1.815
H 0.191 1.981 -0.895
H 0.703 0.348 -0.360
H -1.527 -0.093 0.005
C -1.810 4.572 0.581
O -2.392 3.361 1.004
H -1.748 5.257 1.433
H -0.795 4.447 0.180
H -2.431 5.044 -0.191
H -1.947 2.588 0.623
C -2.797 0.398 -3.309
O -3.822 0.353 -4.309
H -2.230 1.339 -3.372
H -3.206 0.320 -2.301
H -2.112 -0.439 -3.473
H -4.316 1.177 -4.224
C 0.985 -1.417 -3.395
O 2.037 -0.770 -2.679
H 1.163 -1.354 -4.476
H 0.959 -2.471 -3.109
H 0.013 -0.970 -3.177
H 2.020 0.190 -2.903
*
```

Löwdin charges, unit e, in atom order: C -0.07; C -0.30; O -0.13; H 0.07; H 0.08; H 0.05; H 0.12; H 0.11; H 0.05; C -0.09; C -0.32; O -0.12; H 0.07; H 0.07; H 0.08; H 0.11; H 0.11; H 0.04; C -0.10; O -0.14; H 0.09; H 0.07; H 0.09; H 0.10; C -0.15; O -0.13; H 0.06; H 0.08; H 0.09; H 0.09; C -0.15; O -0.13; H 0.08; H 0.08; H 0.06; H 0.02; C -0.16; O -0.13; H 0.08; H 0.08; H 0.07; H 0.08; C -0.14; O -0.14; H 0.06; H 0.08; H 0.08; H 0.04; C -0.18; O -0.14; H 0.08; H 0.07; H 0.07; H 0.03; C -0.16; O -0.12; H 0.08; H 0.07; H 0.06; H 0.07; C -0.10; O -0.15; H 0.09; H 0.07; H 0.05; H 0.05


Record 3
Below is C12H45CaN10O11 as an isolated structure in a non-equilibrium geometry, with properties calculated with ωB97M-V/def2-TZVPD.

strongest force on any atom = 0.0674 hartree/bohr
energy relative to the best compared isomer or geometry (same formula, charge and spin) = 374.8 kJ/mol
gap between HOMO and LUMO = 0.233 hartree

```
! RIJCOSX wB97M-V def2-TZVPD def2/J DEFGRID3
* xyz 1 1
Ca -0.267 -3.711 1.649
C 0.094 -0.065 -0.736
C 0.382 -0.337 0.735
O 0.613 -1.665 1.112
H -0.306 -0.943 -1.256
H 1.072 0.056 -1.212
H -0.499 0.809 -0.996
H -0.510 -0.091 1.327
H 1.153 0.379 1.033
C 4.291 -1.136 1.468
O 3.220 -1.388 2.366
H 4.474 -2.112 1.008
H 3.992 -0.474 0.654
H 5.164 -0.696 1.942
H 2.374 -1.434 1.895
C -3.221 0.675 -2.672
O -3.694 -0.605 -2.191
H -2.976 0.527 -3.728
H -3.971 1.461 -2.780
H -2.316 1.059 -2.214
H -4.593 -0.718 -2.514
C -1.290 3.808 -0.625
O -1.710 4.909 0.121
H -0.294 3.474 -0.314
H -1.971 2.953 -0.537
H -1.245 4.071 -1.681
H -1.969 4.729 1.026
C -1.712 -0.030 4.001
O -1.532 -0.137 5.390
H -1.294 0.941 3.698
H -1.095 -0.784 3.514
H -2.742 0.093 3.654
H -1.881 0.617 5.872
C 1.874 1.303 5.107
O 2.852 2.373 5.159
H 2.211 0.498 5.756
H 0.884 1.611 5.442
H 1.613 0.954 4.103
H 3.700 1.924 5.098
C 0.660 1.644 -4.243
O -0.502 1.669 -4.637
N 1.383 0.530 -4.077
N 1.286 2.767 -3.752
H 2.294 0.473 -3.663
H 0.963 -0.339 -4.362
H 0.850 3.667 -3.828
H 2.180 2.609 -3.328
C -4.451 0.925 1.258
O -4.160 1.523 2.294
N -3.518 0.375 0.433
N -5.717 0.636 0.910
H -3.753 0.268 -0.551
H -2.615 0.156 0.812
H -6.446 0.793 1.585
H -5.787 -0.177 0.322
C 2.038 -3.477 -3.053
O 2.578 -4.035 -4.003
N 2.702 -2.457 -2.415
N 1.019 -4.057 -2.370
H 2.217 -2.018 -1.649
H 3.686 -2.663 -2.470
H 0.636 -4.916 -2.719
H 0.565 -3.439 -1.717
C -1.990 -4.235 -1.401
O -1.221 -4.062 -0.414
N -2.594 -3.239 -2.021
N -2.143 -5.425 -2.031
H -2.405 -2.260 -1.852
H -3.357 -3.400 -2.654
H -1.735 -6.271 -1.675
H -2.708 -5.395 -2.858
C 4.105 2.989 0.989
O 4.728 3.707 0.217
N 3.388 1.889 0.590
N 4.036 3.182 2.312
H 3.086 1.128 1.164
H 3.359 1.790 -0.412
H 3.741 2.430 2.909
H 4.726 3.817 2.686
*
```

Löwdin charges, unit e, in atom order: Ca 1.66; C -0.07; C -0.41; O -0.51; H 0.06; H 0.05; H 0.06; H 0.07; H 0.09; C -0.15; O -0.15; H 0.08; H 0.05; H 0.09; H 0.00; C -0.11; O -0.17; H 0.08; H 0.10; H 0.06; H 0.10; C -0.19; O -0.10; H 0.07; H 0.05; H 0.08; H 0.08; C -0.18; O -0.11; H 0.08; H 0.05; H 0.06; H 0.09; C -0.14; O -0.12; H 0.08; H 0.07; H 0.06; H 0.07; C -0.69; O 0.01; N 0.16; N 0.16; H 0.09; H 0.11; H 0.11; H 0.09; C -0.68; O 0.02; N 0.16; N 0.16; H 0.04; H 0.08; H 0.11; H 0.09; C -0.67; O 0.04; N 0.15; N 0.16; H 0.06; H 0.11; H 0.10; H 0.05; C -0.63; O -0.22; N 0.21; N 0.20; H 0.09; H 0.13; H 0.13; H 0.12; C -0.69; O 0.03; N 0.14; N 0.17; H 0.04; H 0.10; H 0.07; H 0.12


> Which formula does entry 3 have?

C12H45CaN10O11


> What is the energy relative to the best compared isomer or geometry (same formula, charge and spin) in the second record?

417.1 kJ/mol


> What is the energy relative to the best compared isomer or geometry (same formula, charge and spin) in the third record?

374.8 kJ/mol